Entry i
The following is a DFT calculation (ωB97M-V/def2-TZVPD) of one molecule with the formula CHNO2S.

Values from the calculation:
net charge	0
Kohn-Sham gap	9.46	eV

Atoms and positions in Å:
C  0.119  -1.102  0.093
N  -0.291  0.233  -0.056
O  0.871  -1.719  -0.599
O  -0.450  2.660  -0.491
S  0.369  1.610  0.049
H  -0.617  -1.682  1.004

Partial charges, natural (NBO), in e: number 1, C, carries 0.542; number 2, N, carries -0.831; number 3, O, carries -0.518; number 4, O, carries -0.818; number 5, S, carries 1.510; number 6, H, carries 0.115


Entry ii
The following is a DFT calculation (ωB97M-V/def2-TZVPD) of CHNO2S as an isolated structure.

Values from the calculation:
net charge	0
Kohn-Sham gap (spin up / spin down)	6.31 / 6.33	eV

Atoms and positions in Å:
C  -1.695  0.431  -0.155
N  1.048  -0.508  0.123
O  1.741  -1.505  0.027
O  1.243  0.664  -0.210
S  -0.686  1.564  0.084
H  -1.650  -0.646  0.129

Partial charges, natural (NBO), in e: number 1, C, carries -0.424; number 2, N, carries 0.258; number 3, O, carries -0.380; number 4, O, carries -0.450; number 5, S, carries 0.725; number 6, H, carries 0.271


Stability check: which of them is least stable? entry ii.


Entry i
The following is a DFT calculation (ωB97M-V/def2-TZVPD) of one molecule with the formula CH4N2O2.

Values from the calculation:
net charge	0
Kohn-Sham gap	10.32	eV
structure (SMILES)	NN(O)C=O

Atoms and positions in Å:
C  1.199  0.012  0.402
N  -1.120  -0.689  0.003
N  -0.021  0.104  -0.206
O  1.482  -0.876  1.123
O  -0.389  1.235  -1.071
H  1.758  0.876  0.207
H  -1.035  -1.524  -0.721
H  -1.053  -1.148  0.897
H  -0.821  2.009  -0.634

Atomic partial charges in e from the natural (NBO) method, atoms 1 to 8: number 1, C, carries 0.496; number 2, N, carries -0.631; number 3, N, carries -0.032; number 4, O, carries -0.585; number 5, O, carries -0.576; number 6, H, carries 0.127; number 7, H, carries 0.351; number 8, H, carries 0.375


Entry ii
The following is a DFT calculation (ωB97M-V/def2-TZVPD) of CH4N2O2 as an isolated structure.

Values from the calculation:
net charge	0
Kohn-Sham gap	9.77	eV

Atoms and positions in Å:
C  -0.320  0.197  -0.123
H  -0.779  1.083  1.319
H  -0.606  2.300  0.058
H  1.675  -0.213  0.609
H  -0.176  -1.944  -0.516
N  -0.261  1.321  0.415
N  0.953  -0.455  -0.513
O  -1.362  -0.488  -0.484
O  0.875  -1.801  -0.765

Atomic partial charges in e from the natural (NBO) method, atoms 1 to 8: number 1, C, carries 0.718; number 2, H, carries 0.417; number 3, H, carries 0.445; number 4, H, carries 0.315; number 5, H, carries 0.480; number 6, N, carries -0.905; number 7, N, carries -0.284; number 8, O, carries -0.642


Entry iii
The following is a DFT calculation (ωB97M-V/def2-TZVPD) of a 2-piece molecular cluster, CH4N2O2 overall.

Values from the calculation:
net charge	0
Kohn-Sham gap	10.56	eV
structure (SMILES)	[H]/N=N/O.C=O

Atoms and positions in Å:
C  1.086  0.264  0.730
N  -0.405  -1.952  -0.697
N  -1.623  -1.854  -0.812
O  1.422  1.226  1.359
O  -1.995  -0.716  -1.399
H  0.224  0.082  -0.038
H  -0.151  -2.802  -0.063
H  1.732  -0.687  0.879
H  -1.198  -0.232  -1.652

Atomic partial charges in e from the natural (NBO) method, atoms 1 to 8: number 1, C, carries 0.281; number 2, N, carries -0.462; number 3, N, carries 0.163; number 4, O, carries -0.494; number 5, O, carries -0.499; number 6, H, carries 0.112; number 7, H, carries 0.359; number 8, H, carries 0.086


Entry iv
The following is a DFT calculation (ωB97M-V/def2-TZVPD) of one molecule with the formula CH4N2O2.

Values from the calculation:
net charge	0
Kohn-Sham gap (spin up / spin down)	8.46 / 8.05	eV

Atoms and positions in Å:
N  0.320  0.923  -1.060
N  -0.375  -0.998  0.177
C  -0.053  0.598  0.701
O  -0.223  -0.129  -1.542
O  -0.981  1.128  1.252
H  1.343  0.883  -1.168
H  -1.336  -1.276  0.352
H  0.316  -1.746  0.220
H  0.988  0.618  1.068

Atomic partial charges in e from the natural (NBO) method, atoms 1 to 8: number 1, N, carries -0.219; number 2, N, carries -0.680; number 3, C, carries 0.498; number 4, O, carries -0.205; number 5, O, carries -0.572; number 6, H, carries 0.291; number 7, H, carries 0.388; number 8, H, carries 0.376


Stability check: which of them is least stable? entry iv.